1.
11
Properties=species:S:1:pos:R:3 method="wB97M-V/def2-TZVPD" orbital_gap_ev=10.96 lumo_energy_ha=0.0283 total_charge=0 spin_multiplicity=1 de_lowest_kcal_mol=36.79
O -2.5131 0.5530 -0.4680
C -1.3777 0.2155 -0.2724
N -0.2201 0.9353 -0.4763
C 0.9430 0.0580 -0.3679
C 0.3207 -0.8768 0.6554
O -1.0227 -1.0198 0.2382
H -0.2661 1.7243 -1.1059
H 1.2337 -0.3145 -1.3626
H 1.7948 0.5285 0.1160
H 0.3798 -0.2641 1.6558
H 0.7275 -1.5394 1.3877

---

2.
53
Properties=species:S:1:pos:R:3 method="wB97M-V/def2-TZVPD" orbital_gap_ev="6.50 / 7.93" lumo_energy_ha="-0.0416 / -0.0430" total_charge=0 spin_multiplicity=4 de_lowest_kcal_mol=37.88
V 7.6710 -11.3220 13.7860
C 9.1800 -9.1680 14.1130
O 9.4180 -10.0180 13.2210
O 9.8660 -8.0180 14.3690
O 8.1230 -9.3620 14.7010
H 10.5760 -8.1570 13.7530
C 5.1050 -10.6190 13.6040
O 5.5990 -10.6430 14.7060
O 3.7410 -10.7200 13.4080
O 5.9230 -10.5580 12.6600
H 3.3660 -10.6480 14.2830
O 8.2450 -8.3820 11.1630
H 8.8360 -8.9890 11.6520
H 8.9340 -7.9100 10.6750
O 7.8170 -11.7420 15.9460
H 8.7440 -11.8080 16.2270
H 7.4710 -11.0480 16.5710
O 11.9130 -7.8140 11.9750
H 12.5650 -7.9060 12.6750
H 11.8540 -8.8230 11.7890
O 9.7100 -6.0230 11.8290
H 10.0510 -5.3180 11.3060
H 10.4090 -6.6680 11.8040
O 13.3680 -7.8420 14.2660
H 13.2660 -7.2250 15.0050
H 13.1720 -8.6370 14.8050
O 10.6320 -4.8120 14.1570
H 10.5770 -5.5100 14.7760
H 10.4730 -5.2330 13.3410
O 11.6220 -10.3530 11.8540
H 10.8220 -10.3460 12.3470
H 12.1930 -11.0100 12.2570
O 9.3810 -12.6600 14.0020
H 9.2590 -13.3280 14.7060
H 10.2960 -12.3390 14.1090
O 8.4020 -7.3800 16.7790
H 8.5430 -6.9600 15.9160
H 7.9750 -8.1960 16.5860
O 6.1610 -7.6530 14.5300
H 6.5930 -6.7690 14.5160
H 6.7880 -8.3560 14.3880
O 7.8900 -5.5610 14.5630
H 8.6920 -5.6180 14.0720
H 7.5230 -4.6950 14.3130
O 8.2080 -11.9330 11.5500
H 7.7990 -12.5950 11.0040
H 8.5150 -11.3160 10.8780
O 12.3750 -10.0580 15.1660
H 11.6990 -9.9180 15.8000
H 12.8960 -10.6930 15.6420
O 10.9790 -8.2260 17.5380
H 10.9600 -7.7900 18.3940
H 10.1810 -8.0300 17.1130

---

3.
117
Properties=species:S:1:pos:R:3 method="wB97M-V/def2-TZVPD" orbital_gap_ev=1.78 lumo_energy_ha=-0.3107 total_charge=+1 spin_multiplicity=1
Mg -0.2081 -2.1951 8.4358
C -2.3377 -1.6102 2.3908
O -1.1612 -0.8643 1.9726
O -2.2174 -1.6199 3.7773
C -3.6503 -1.2517 1.5958
F -4.6560 -1.9519 2.0220
F -4.0078 0.0099 1.8379
F -3.5535 -1.5732 0.3767
C -1.0642 -0.3435 0.6789
C 0.4242 0.0784 0.4595
H 0.4868 0.5443 -0.5239
H 0.9783 0.7874 1.0747
H 1.0904 -0.7843 0.4725
H -1.8267 0.3917 0.4217
H -1.1635 -1.0962 -0.1032
H -2.0721 -2.6380 2.1433
C -1.8256 0.0963 -8.4859
C -2.3651 -1.2317 -8.0046
C -3.0418 -0.9866 -6.6733
O -2.4237 0.2357 -6.2645
C -1.5198 0.9054 -7.1962
H -2.5859 0.6446 -9.0420
H -0.9015 -0.0316 -9.0497
H -1.6655 -2.0545 -7.8576
H -3.1064 -1.5547 -8.7355
H -2.8528 -1.8320 -6.0118
H -4.1128 -0.8817 -6.8469
H -0.4828 0.7608 -6.8933
H -1.8060 1.9568 -7.2252
C -8.7688 6.0159 -2.4071
C -7.7797 4.7721 -2.4965
C -6.4372 5.3394 -2.8168
O -6.5009 6.7434 -2.5538
C -7.7862 7.1943 -2.6417
H -9.1013 6.1246 -1.3748
H -9.5823 6.1476 -3.1205
H -8.1269 4.1166 -3.2951
H -7.7248 4.1135 -1.6296
H -6.2383 5.2254 -3.8824
H -5.6824 4.7904 -2.2538
H -7.9264 7.7083 -3.5926
H -8.0211 8.0384 -1.9933
C 7.5357 -0.4552 -7.7145
C 8.9517 -0.3464 -7.2238
C 8.9535 -1.3840 -6.2036
O 7.6153 -1.3679 -5.7232
C 6.7542 -0.6033 -6.4304
H 7.3034 -1.4002 -8.2055
H 7.0901 0.3154 -8.3435
H 9.1787 0.6868 -6.9610
H 9.5997 -0.6090 -8.0600
H 9.6990 -1.1951 -5.4311
H 9.2772 -2.2956 -6.7060
H 6.5684 0.3174 -5.8774
H 5.8806 -1.2436 -6.5528
C 12.0339 3.7712 -0.2630
C 10.6165 4.1052 0.1673
C 9.7332 2.9851 -0.4037
O 10.6255 1.8313 -0.3380
C 11.9719 2.2933 0.0027
H 12.6570 4.3888 0.3838
H 12.3130 3.9978 -1.2920
H 10.2414 5.1193 0.0300
H 10.5203 4.0359 1.2508
H 9.3740 3.2798 -1.3897
H 8.8691 2.7275 0.2088
H 12.5562 1.6665 -0.6708
H 11.9730 2.0928 1.0741
C -8.9544 -5.9364 -4.9635
C -9.9237 -4.7768 -4.6902
C -10.8759 -5.1233 -5.8000
O -10.1517 -5.4582 -6.9070
C -8.8635 -6.0500 -6.4511
H -9.2933 -6.8348 -4.4478
H -7.9427 -5.7369 -4.6102
H -9.3723 -3.8546 -4.8736
H -10.3953 -4.8935 -3.7144
H -11.6406 -4.4024 -6.0890
H -11.4300 -6.0483 -5.6402
H -8.0807 -5.3226 -6.6664
H -8.6344 -7.0433 -6.8371
C -1.7271 2.7908 12.6583
O -2.8746 2.8763 11.8911
C -3.2633 1.9362 11.0415
O -2.6010 0.9312 10.7374
O -4.5010 2.2576 10.6186
C -5.0027 1.6005 9.4605
H -0.8359 2.5115 12.0963
H -1.8388 2.0849 13.4813
H -1.6326 3.7796 13.1071
H -5.2322 0.5412 9.5763
H -4.2396 1.7117 8.6902
H -5.8276 2.1794 9.0450
C 3.3390 -7.1435 7.9558
O 3.6181 -7.2158 6.5345
C 3.0773 -6.3483 5.7884
O 2.6434 -5.2499 6.1213
O 3.3954 -6.7626 4.5694
C 3.4374 -5.7889 3.5437
H 2.5406 -7.8680 8.1162
H 3.0851 -6.1833 8.4048
H 4.1962 -7.6242 8.4273
H 2.5351 -5.1978 3.3870
H 3.7775 -6.2907 2.6378
H 4.1621 -5.0213 3.8152
C 4.6877 1.5473 5.7223
O 3.8617 2.6259 5.3618
C 2.5385 2.6094 5.6282
O 1.8805 1.8775 6.3936
O 1.9291 3.6190 4.8665
C 0.5736 3.9789 5.0919
H 5.7509 1.6969 5.5342
H 4.3120 0.8147 5.0080
H 4.5049 1.1240 6.7099
H -0.0294 3.0744 5.0126
H 0.2639 4.8339 4.4909
H 0.4662 4.2190 6.1497

---

4.
12
Properties=species:S:1:pos:R:3 method="wB97M-V/def2-TZVPD" orbital_gap_ev=10.87 lumo_energy_ha=0.0298 total_charge=0 spin_multiplicity=1 de_lowest_kcal_mol=25.74
O -2.2529 1.0420 -0.0774
C -1.6887 -0.2395 0.0673
C -0.1875 -0.1905 0.0863
N 0.4554 0.7507 -0.5776
N 1.7440 0.4463 -0.3343
C 1.8215 -0.6426 0.4489
N 0.6136 -1.0795 0.7355
H -1.6834 1.5333 -0.6855
H -2.0133 -0.9118 -0.7432
H -2.0494 -0.6651 1.0073
H 2.4807 1.0205 -0.7126
H 2.7600 -1.0637 0.7853